127
Properties=species:S:1:pos:R:3:forces:R:3 method="wB97M-V/def2-TZVPD" e_lumo_ev="-1.18 / -5.47" e_homo_ev="-10.242 / -10.241" s_squared=0.752 multiplicity=2 e_tot_ev=-450237.664 total_charge=0
Ag 2.62702 -2.82356 2.03577 0.64 -0.21 -0.01
C -1.07272 -1.10319 3.61360 0.95 1.91 -0.64
F -0.23122 -1.53503 4.53584 -0.20 -1.53 -0.09
F -2.33011 -1.46677 3.86497 0.77 0.25 0.04
F -0.88715 0.22634 3.67227 -1.14 -0.14 -0.37
S -0.71303 -1.62153 1.79569 -1.07 -1.20 -0.41
O -1.05881 -3.04022 1.83728 0.97 0.99 0.00
O -1.60152 -0.78836 0.96819 1.93 -1.33 1.64
N 1.02579 -1.41915 1.49110 -4.23 0.38 0.25
S 1.07471 -0.05323 0.63037 3.60 2.87 -2.46
O 0.35943 1.05074 1.20124 -0.89 -0.42 0.12
O 2.47816 0.31445 0.38560 -1.42 -1.40 0.17
C 0.31833 -0.47261 -1.20176 4.05 0.04 1.43
F 1.19390 -0.18639 -2.19559 -0.58 0.45 0.95
F 0.09553 -1.72777 -1.22450 -0.33 -2.98 -0.06
F -0.75513 0.14066 -1.34256 -3.14 2.69 -0.81
C 4.98621 -3.66771 -1.66991 0.69 -0.43 -1.73
F 5.22067 -4.22593 -2.86465 -0.81 0.52 0.23
F 5.48978 -4.49315 -0.79890 0.76 0.22 1.23
F 5.56460 -2.46722 -1.67916 -0.16 -0.39 0.62
S 3.15995 -3.44040 -1.34257 -2.18 1.78 -1.42
O 2.91269 -2.01280 -1.27215 0.78 -1.33 0.78
O 2.43088 -4.13917 -2.39363 1.25 0.58 2.10
N 3.00210 -4.06300 0.31521 0.98 2.25 -2.76
S 2.88917 -5.61022 0.13060 -2.08 -6.39 1.06
O 3.45561 -6.28319 -1.03634 -0.62 2.21 1.07
O 3.16421 -6.33790 1.36152 -0.35 1.72 -0.46
C 0.90398 -5.78095 -0.02795 1.93 1.82 -1.21
F 0.40043 -5.72468 1.18300 -0.44 -0.48 0.69
F 0.32112 -4.74108 -0.72300 0.71 -1.21 0.58
F 0.67035 -6.91222 -0.62662 -0.60 -0.46 -0.06
Br -0.45644 4.16757 4.37685 0.05 -0.05 0.01
C -1.90409 4.48926 3.11376 -0.25 -0.99 -0.99
C -2.12879 3.16143 2.30983 -0.66 0.49 0.59
Br -3.52659 3.41330 0.83802 1.17 -0.09 0.95
H -1.56628 5.28645 2.45158 0.01 -0.11 0.09
H -2.75056 4.82377 3.71350 0.01 -0.34 -0.22
H -2.57447 2.35829 2.89671 -0.15 0.43 0.21
H -1.19969 2.73402 1.93273 -0.16 0.44 -0.59
Br 5.77712 1.53164 0.02817 0.42 0.21 0.30
C 4.51127 2.82605 -0.68055 -0.48 0.17 -0.57
C 4.86895 3.11277 -2.14112 -0.85 -0.53 -0.10
Br 3.15828 3.40497 -3.18049 1.15 -0.10 0.58
H 4.47395 3.74344 -0.09310 0.19 -0.32 0.22
H 3.57782 2.27082 -0.58843 0.01 0.30 -0.14
H 5.35195 2.20982 -2.51460 -0.19 0.27 -0.46
H 5.49357 3.98731 -2.32314 -0.16 -0.14 0.20
C -3.46547 -5.38874 0.73677 0.69 0.80 2.16
C -4.49432 -4.43944 1.49552 4.38 0.02 -0.98
C -4.25762 -2.95297 1.15104 1.02 -0.27 0.10
O -5.54311 -2.52663 0.79245 -0.17 1.73 -0.43
C -6.37085 -3.54223 0.71995 -4.15 0.17 0.08
O -7.58101 -3.45766 0.50563 3.17 -0.30 0.17
O -5.72526 -4.65479 1.04158 -3.63 -1.87 -0.79
H -2.55953 -5.24887 1.32653 0.41 0.12 0.02
H -3.13941 -5.10722 -0.26449 -0.78 0.15 -0.12
H -3.60000 -6.46536 0.84119 -0.78 0.14 -0.22
H -4.42161 -4.49060 2.58189 -0.10 -0.80 0.09
H -3.57434 -2.81029 0.31386 0.01 0.06 0.03
H -3.91253 -2.37767 2.01013 0.00 0.01 -0.16
C -3.05328 2.38634 -4.30701 0.01 -1.00 -1.16
C -1.61343 1.81658 -4.55199 -1.74 1.93 2.91
C -1.40800 0.82399 -5.61129 -0.27 -2.71 -0.15
O -0.49353 1.38783 -6.47436 1.26 0.98 -0.88
C -0.06635 2.57372 -5.94267 1.36 1.55 -2.80
O 0.74717 3.30335 -6.44984 -0.43 -1.36 0.46
O -0.78195 2.90116 -4.90758 -0.41 0.44 0.99
H -3.20239 3.34895 -3.81788 0.79 -0.17 0.35
H -3.72093 1.64975 -3.86006 0.25 -0.11 0.36
H -3.49811 2.52794 -5.29199 0.07 0.13 -0.27
H -1.14100 1.42082 -3.65295 -0.55 0.06 0.43
H -2.26643 0.41397 -6.14334 -0.24 0.52 -0.08
H -0.92628 -0.03306 -5.14065 -0.04 -0.38 -0.13
C 0.52548 4.21776 -0.28992 -0.94 0.23 1.54
C -0.55732 4.27918 -1.34668 2.42 -1.13 1.76
C -1.41502 5.52339 -1.23350 -0.39 -1.90 0.35
O -1.17746 6.08609 -2.48149 -2.01 2.04 -0.53
C -0.33574 5.41086 -3.25802 2.05 1.44 -0.94
O -0.02728 5.80073 -4.36225 -0.48 -1.47 1.85
O 0.25745 4.48270 -2.45248 -0.29 0.21 -3.78
H 1.18793 3.35354 -0.33883 -0.24 0.01 -0.07
H -0.00805 4.26320 0.65949 0.35 -0.37 0.52
H 1.10221 5.14128 -0.34080 0.12 -0.05 -0.16
H -1.01643 3.29769 -1.46492 -0.72 0.22 0.16
H -1.13815 6.13157 -0.37237 0.26 0.43 -0.36
H -2.44489 5.20016 -1.08186 -0.17 0.48 -0.34
C 3.88796 -0.26198 -4.30749 -0.79 0.04 -0.61
C 4.90983 -0.09420 -5.43920 -1.71 -0.60 0.90
C 5.45772 1.24958 -5.62686 0.22 3.07 0.25
O 6.84490 1.02375 -5.85046 0.50 0.20 -0.65
C 7.15077 -0.15553 -5.30631 3.33 -0.69 2.09
O 8.28181 -0.52325 -4.96848 -2.97 0.87 -1.48
O 6.03341 -0.80561 -4.97690 0.87 -1.23 -0.30
H 3.06273 0.44869 -4.35273 0.16 0.28 -0.14
H 4.36283 -0.16995 -3.33069 0.16 0.10 -0.12
H 3.39600 -1.23374 -4.34964 0.27 -0.19 -0.04
H 4.59473 -0.45306 -6.41901 -0.23 -0.54 0.14
H 5.36488 1.93864 -4.78741 0.11 -0.51 0.83
H 5.04047 1.93212 -6.36722 0.00 -0.83 -0.82
C -5.49497 -0.26618 3.19260 -0.97 0.64 0.03
C -6.00548 1.15283 3.62456 1.01 -2.73 0.05
C -6.58491 1.13296 5.05835 -0.34 -0.94 -1.13
O -6.04890 2.28441 5.62089 0.10 1.71 1.17
C -5.02282 2.76544 4.91832 1.45 2.09 -0.62
O -4.34328 3.76291 5.20013 -2.02 -3.44 -0.88
O -4.89250 1.99316 3.77457 0.90 1.88 0.90
H -6.40550 -0.80118 2.92277 0.05 -0.42 0.10
H -4.96485 -0.79202 3.98667 -0.12 0.17 0.18
H -4.86750 -0.30334 2.30209 -0.04 0.59 -0.01
H -6.67110 1.50321 2.83572 -0.09 0.42 0.26
H -6.23605 0.30141 5.67065 0.02 -0.30 -0.30
H -7.67475 1.12143 5.04352 0.07 0.38 0.25
O -1.51016 -0.68781 7.23036 -0.11 0.20 -0.05
H -1.93408 -1.54018 7.33029 -0.17 -0.21 0.08
H -0.58862 -0.89484 7.07499 0.24 0.02 -0.05
O 2.59942 -1.64938 4.04760 0.31 -0.87 -0.64
H 2.42721 -0.70804 4.02605 -0.23 0.92 0.01
H 2.79241 -1.83708 4.96616 0.14 -0.29 0.14
O 1.89083 0.80594 5.02810 0.11 -0.26 -0.02
H 2.12883 1.09971 5.90747 0.14 0.07 0.24
H 1.42600 1.54948 4.64429 -0.30 0.29 -0.32
O 1.13068 -4.10078 3.31226 0.32 -0.21 0.19
H 0.94759 -4.18143 4.24832 0.24 0.09 0.32
H 0.29719 -4.30148 2.88654 -0.43 0.01 -0.54
O 4.43666 -1.42638 1.43203 0.03 -0.55 0.38
H 4.37741 -1.02887 0.56328 -0.48 0.42 -0.59
H 5.31907 -1.21169 1.73450 0.25 -0.08 0.31


103
Properties=species:S:1:pos:R:3:forces:R:3 method="wB97M-V/def2-TZVPD" e_lumo_ev=-7.93 e_homo_ev=-9.194 e_tot_ev=-120817.412 total_charge=+1
C 7.35413 -2.17383 0.14250 -0.49 0.76 -0.52
C 5.86368 -2.12237 0.17379 0.34 -0.87 0.46
O 5.23206 -2.79382 0.95761 0.20 -0.25 -0.04
O 5.17195 -1.34994 -0.69015 1.05 -0.32 -0.10
C 5.32912 0.04570 -0.45390 -0.35 1.01 -0.26
C 4.00998 0.51357 0.09869 -0.66 -0.58 -0.89
C 2.84689 0.01601 -0.83114 0.61 0.00 0.60
C 2.36108 -1.31771 -0.35018 -0.21 -0.40 0.79
O 1.22267 -1.84157 -1.06825 -0.55 -0.23 0.04
C 1.10916 -3.10195 -0.67150 -0.42 0.31 -0.28
O 1.53941 -4.03518 -1.31296 0.28 -0.94 -1.52
O 0.52149 -3.30956 0.55012 1.33 0.29 -0.55
Cl 1.62261 -4.25185 1.48134 -0.61 -0.13 0.08
H 7.66054 -2.99491 -0.48960 0.03 -0.35 -0.17
H 7.73390 -1.26124 -0.29653 0.33 0.14 -0.04
H 7.71871 -2.32478 1.14099 0.23 -0.12 0.35
H 6.14729 0.31172 0.20522 0.29 -0.37 0.24
H 5.52009 0.55291 -1.38914 0.08 -0.08 -0.42
H 3.96716 1.58894 0.10487 -0.01 0.42 0.41
H 3.90192 0.11795 1.11818 -0.13 0.45 0.09
H 2.05726 0.74748 -0.83692 -0.42 0.14 -0.02
H 3.22681 -0.10352 -1.83369 0.06 0.12 -0.44
H 3.14466 -2.10874 -0.41991 -0.35 0.71 -0.16
H 1.99569 -1.22954 0.69569 -0.15 0.37 -0.51
C -0.72982 1.12077 -3.30568 -0.03 0.00 0.11
O 0.61196 0.66226 -3.33080 -0.02 -0.03 -0.05
C 0.74805 -0.62666 -3.92077 0.23 0.19 0.04
C 1.17277 -0.55215 -5.37161 -0.18 -0.11 -0.19
O 0.19772 0.07296 -6.18309 -0.04 0.10 0.19
C 0.46178 1.44216 -6.43406 0.02 -0.04 -0.14
H -0.71073 2.20079 -3.15958 0.03 -0.01 0.03
H -1.25055 0.90314 -4.23869 0.01 -0.01 -0.02
H -1.27316 0.65773 -2.47455 -0.06 0.01 -0.04
H -0.18087 -1.19533 -3.82147 -0.04 0.00 -0.03
H 1.52097 -1.15227 -3.35949 0.00 -0.03 -0.07
H 1.29569 -1.57290 -5.74827 0.05 -0.01 0.02
H 2.13595 -0.03986 -5.46765 0.02 0.01 0.06
H 1.20457 1.54284 -7.23182 0.02 0.06 0.03
H 0.81877 1.95939 -5.54096 0.01 -0.01 0.02
H -0.46820 1.90477 -6.75961 -0.01 -0.04 -0.05
N 2.00414 3.03140 0.94999 -0.09 0.04 -0.05
C 1.17578 3.96471 0.48102 -0.02 -0.01 -0.10
C 0.43254 4.81199 1.29264 0.08 -0.10 -0.03
C 0.55749 4.68261 2.66412 -0.13 0.14 0.13
C 1.41214 3.72032 3.15992 0.19 0.17 -0.92
C 2.10960 2.92410 2.27053 0.07 -0.12 0.07
H 1.10722 4.02737 -0.59892 -0.03 0.04 -0.01
H -0.22819 5.55203 0.86088 0.02 -0.03 -0.06
H -0.00470 5.32060 3.33849 0.01 -0.03 0.04
H 1.53908 3.58597 4.22772 0.82 0.61 -2.17
H 2.78705 2.15682 2.63399 0.01 0.03 0.07
B 2.37079 -6.88762 -1.60367 -0.46 -0.12 -0.42
O 2.57997 -8.35330 -1.59337 0.35 0.46 0.31
C 3.44345 -8.65921 -0.63894 -0.37 -0.58 -0.50
O 3.83174 -9.74791 -0.35999 0.17 0.01 0.15
C 3.87404 -7.34419 0.06156 0.15 0.55 0.28
O 4.64380 -7.24553 0.96546 0.21 -0.07 0.25
O 3.23944 -6.34233 -0.51977 -0.02 -0.14 -0.04
F 1.05133 -6.56940 -1.35613 -0.11 -0.06 -0.01
F 2.76915 -6.33953 -2.83059 0.08 -0.29 0.19
Na 3.44065 -2.04525 1.69516 -0.03 -0.62 1.36
Cl 2.18374 -3.90370 -3.42914 -0.51 0.57 1.45
Mg 1.00958 3.17215 5.76114 -0.95 -0.79 3.04
O -1.54220 -8.06804 1.52665 0.16 -0.30 0.10
C -2.18176 -7.15248 1.09282 -0.01 0.23 -0.20
O -3.48448 -7.06866 1.34089 -0.35 0.05 0.26
C -4.27446 -5.94132 0.93488 -0.44 -0.12 -0.15
C -4.81648 -6.16386 -0.46382 0.22 0.04 -0.12
C -1.53811 -6.09656 0.22747 0.16 0.55 0.23
H -3.71977 -5.01101 1.04550 -0.04 -0.05 0.01
H -5.10120 -5.88300 1.63724 0.17 -0.13 0.24
H -4.01691 -6.24925 -1.20287 0.02 0.07 -0.01
H -5.46681 -5.33815 -0.75450 -0.03 0.01 0.01
H -5.38808 -7.09040 -0.50263 -0.05 0.02 0.06
H -1.50209 -6.41988 -0.81100 0.05 -0.09 0.04
H -0.52761 -5.96245 0.59869 0.14 -0.23 -0.18
H -2.03755 -5.13175 0.29391 -0.04 -0.06 -0.13
C -4.57159 8.73327 -0.53037 -0.20 -0.34 0.32
C -5.08914 8.70083 0.91413 0.15 0.25 -0.07
C -3.98087 8.71640 1.97816 -0.34 -0.43 0.06
C -3.01677 7.51578 1.94354 0.05 0.21 -0.01
C -3.67934 6.14860 2.08630 -0.04 -0.09 0.07
C -4.40102 5.96920 3.41900 0.02 0.06 -0.10
H -3.98185 7.84235 -0.76758 -0.02 0.02 -0.08
H -5.39961 8.77280 -1.23073 0.07 0.08 -0.12
H -3.95540 9.62269 -0.70843 -0.83 0.11 -0.70
H -5.72503 7.82744 1.04877 0.05 -0.05 0.02
H -5.72640 9.57179 1.07143 -0.05 -0.03 0.03
H -4.43955 8.78761 2.96135 0.07 0.05 0.05
H -3.39385 9.63779 1.86816 -0.70 0.19 1.20
H -2.28319 7.64308 2.74548 0.01 -0.01 -0.01
H -2.43907 7.52457 1.00101 0.02 -0.30 0.05
H -2.90618 5.38212 1.99920 0.01 0.01 -0.06
H -4.37512 5.97319 1.26242 0.02 0.02 -0.03
H -3.71736 6.11239 4.25739 -0.01 0.01 0.02
H -4.81257 4.96483 3.49122 -0.01 -0.01 0.03
H -5.22928 6.66987 3.53066 -0.02 -0.01 0.03
F -4.51963 -3.15647 5.77029 0.12 0.00 -0.13
Al -3.79451 -4.51204 5.05569 -0.07 -0.15 0.03
F -4.87381 -5.21112 3.94079 0.16 0.18 0.00
F -3.37748 -5.63720 6.24087 0.04 0.12 -0.09
F -2.38901 -4.01743 4.20867 -0.10 0.03 -0.04
Na -2.46781 9.58091 0.37023 1.73 0.28 -0.70